Record 1
{
  "formula": "C6H6Cl2InMnO4",
  "method": "wB97M-V/def2-TZVPD",
  "energy_ha": -2792.7664,
  "charge": 4,
  "homo_ev": [-24.71, -24.72],
  "homo_lumo_gap_ev": [4.07, 4.06],
  "fmax_ha_per_bohr": 0.1565,
  "spin_multiplicity": 5,
  "e_above_lowest_ev": 0.130,
  "symbols": ["In", "Mn", "Cl", "Cl", "C", "C", "C", "O", "O", "O", "C", "C", "C", "O", "H", "H", "H", "H", "H", "H"],
  "positions_angstrom": [[1.031, -1.906, -3.130], [0.540, -0.085, 0.450], [-0.441, -0.046, -2.003], [1.670, -1.968, 0.221], [-0.228, -0.852, 2.059], [-1.053, -2.091, -4.387], [0.195, -4.036, -1.890], [-0.880, -0.752, 3.012], [-2.130, -1.883, -4.704], [-0.159, -4.817, -1.134], [-0.997, 3.578, 2.011], [0.207, 2.738, 1.786], [1.527, 3.169, 2.314], [0.086, 1.665, 1.136], [-0.717, 4.479, 2.565], [-1.740, 3.014, 2.582], [-1.441, 3.867, 1.051], [1.919, 2.412, 3.001], [2.256, 3.251, 1.500], [1.413, 4.131, 2.831]],
  "forces_ev_per_a": [[-2.75, 0.06, 1.24], [0.67, 1.71, -0.70], [1.79, -1.15, -0.25], [-0.28, 0.67, -0.57], [-4.47, 0.81, 6.64], [-3.48, 0.97, -1.32], [-0.67, -2.30, 2.45], [3.49, -1.20, -4.76], [4.10, -0.99, 1.06], [1.27, 2.87, -3.03], [0.62, 0.14, 0.06], [0.15, 1.90, 1.05], [-0.45, 0.22, 0.02], [0.20, -2.91, -1.59], [-0.20, -0.20, -0.13], [-0.15, -0.09, -0.06], [-0.08, -0.13, 0.01], [0.00, -0.04, 0.11], [-0.03, 0.06, -0.05], [0.30, -0.41, -0.18]]
}

***

Record 2
{
  "formula": "C4H4O",
  "method": "wB97M-V/def2-TZVPD",
  "energy_ha": -229.9507,
  "homo_ev": -8.76,
  "homo_lumo_gap_ev": 9.87,
  "fmax_ha_per_bohr": 0.1466,
  "smiles": "c1ccoc1",
  "spin_multiplicity": 1,
  "e_above_lowest_ev": 2.101,
  "symbols": ["C", "C", "C", "O", "C", "H", "H", "H", "H"],
  "positions_angstrom": [[-0.428, 0.080, 0.964], [0.018, -0.955, 0.174], [0.436, -0.544, -0.969], [0.233, 0.779, -1.236], [-0.308, 1.223, 0.072], [-0.512, 0.299, 2.086], [0.327, -1.919, 0.472], [1.174, -1.227, -1.745], [-0.940, 2.263, 0.182]],
  "forces_ev_per_a": [[0.18, 5.87, -0.43], [0.45, -2.88, 3.02], [3.50, -0.45, -6.66], [-1.39, 0.04, 3.61], [-1.83, -0.31, 0.52], [-0.40, -0.99, -2.00], [-0.21, -1.02, 0.55], [-2.59, 2.47, 2.15], [2.29, -2.73, -0.75]]
}

***

Record 3
{
  "formula": "C3H2Cl2S3",
  "method": "wB97M-V/def2-TZVPD",
  "energy_ha": -2230.3739,
  "homo_ev": -9.28,
  "homo_lumo_gap_ev": 7.15,
  "fmax_ha_per_bohr": 0.0665,
  "smiles": "S=C(S)C(=S)C(Cl)Cl",
  "spin_multiplicity": 1,
  "e_above_lowest_ev": 0.225,
  "symbols": ["S", "C", "S", "C", "S", "C", "Cl", "Cl", "H", "H"],
  "positions_angstrom": [[-1.592, -1.456, -1.214], [-1.313, -0.308, -0.084], [-2.676, 0.548, 0.737], [-0.007, 0.352, -0.024], [0.034, 1.960, -0.067], [1.316, -0.460, -0.336], [2.618, 0.662, -0.498], [1.407, -1.554, 1.179], [-2.076, 1.980, 0.885], [1.413, -1.166, -1.111]],
  "forces_ev_per_a": [[0.22, 0.11, 0.89], [-1.55, 0.71, -0.34], [1.14, 1.57, 0.08], [1.29, 0.11, -1.70], [0.33, 0.33, 0.32], [-1.07, 0.59, 2.76], [1.02, -0.33, 0.08], [0.28, 0.68, -0.70], [-0.90, -3.28, -0.33], [-0.76, -0.48, -1.05]]
}